Arrangement w

The following is a quantum chemistry calculation of a 5-piece molecular cluster, C2H16NO4 overall, from the Open Molecules 2025 dataset.

## Properties
Highest occupied orbital energy = -0.5318 Eh
Gap between HOMO and LUMO = 11.760 eV

Geometry as ORCA input:
```
! RIJCOSX wB97M-V def2-TZVPD def2/J DEFGRID3
* xyz 1 1
C -2.1230 0.5316 -1.1417
C -1.6898 0.2976 0.2950
N -0.5733 1.2317 0.6781
H -2.9328 -0.1345 -1.4078
H -2.4778 1.5523 -1.2964
H -1.2893 0.3291 -1.8143
H -2.5019 0.3966 1.0059
H -1.3075 -0.7104 0.3951
H 0.1181 0.7383 1.2760
H -0.9780 1.9411 1.2911
H -0.1245 1.7309 -0.1228
H 3.2021 -1.9135 2.1277
H 2.7615 -2.9817 1.0531
O 2.5065 -2.1803 1.5160
H 1.4145 2.7933 -1.6454
H -0.0299 3.1011 -2.0714
O 0.5166 2.4403 -1.6234
H 1.6305 -2.7813 -2.1500
H 0.5369 -1.7114 -2.2230
O 1.3406 -1.9473 -1.7509
H 0.9771 -1.2772 1.8960
H 0.6271 -0.7819 3.3204
O 0.3963 -0.6645 2.3927
*
```

=====

Arrangement x

The following is a quantum chemistry calculation of a 6-piece molecular cluster, C2H16NO4 overall, from the Open Molecules 2025 dataset.

## Properties
Highest occupied orbital energy = -0.5317 Eh
Gap between HOMO and LUMO = 4.546 eV

Geometry as ORCA input:
```
! RIJCOSX wB97M-V def2-TZVPD def2/J DEFGRID3
* xyz 1 1
C 0.4189 1.7547 0.2151
C -0.5939 1.0133 1.0638
N -0.8494 -0.2746 0.6072
H 0.4390 2.7971 0.4973
H 0.2215 1.6453 -0.8423
H 1.3828 1.2670 0.4864
H -1.5420 1.6048 1.0708
H -0.3229 0.8757 2.1101
H -0.6796 -0.4408 -0.3895
H -0.6525 -1.0997 1.1731
H -2.0892 -1.0127 -3.2168
H 3.2061 0.0590 -1.1292
H 1.1128 -0.7653 -1.3488
O 2.3185 -0.0345 -0.7360
H -2.7465 -1.2873 -3.0108
H 1.1018 -2.1094 -2.0881
O 0.5053 -1.5132 -1.6067
H -4.4301 -0.8372 -1.1952
H -4.7539 0.0932 -0.0411
O -4.0226 -0.3679 -0.4618
H 2.7544 -0.1288 0.9446
H 3.4343 0.0296 2.3001
O 2.5540 -0.0385 1.9045
*
```

=====

Top of the stability list: arrangement w, leading by 0.3363 hartree.

=====

Arrangement w

The following is a quantum chemistry calculation of H3N3 in the gas phase, from the Open Molecules 2025 dataset.

## Properties
Highest occupied orbital energy = -0.3651 Eh
Gap between HOMO and LUMO = 10.899 eV
Structure (SMILES) = [nH]1[nH][nH]1

Geometry as ORCA input:
```
! RIJCOSX wB97M-V def2-TZVPD def2/J DEFGRID3
* xyz 0 1
N -0.8494 -0.1244 0.1605
N 0.3592 -0.6866 -0.3815
N 0.2698 0.7008 -0.3374
H -1.5012 -0.1276 -0.6437
H 1.1138 -0.8401 0.3975
H 0.6077 1.0779 0.8046
*
```

=====

Arrangement x

The following is a quantum chemistry calculation of a 2-piece molecular cluster, H3N3 overall, from the Open Molecules 2025 dataset.

## Properties
Highest occupied orbital energy (spin up / spin down) = -0.3207 / -0.3207 Eh
Gap between HOMO and LUMO (spin up / spin down) = 8.307 / 8.305 eV

Geometry as ORCA input:
```
! RIJCOSX wB97M-V def2-TZVPD def2/J DEFGRID3
* xyz 0 1
N -1.4529 0.3287 -0.0474
N -0.3985 -0.3868 -0.0420
N 0.7841 -0.1240 0.0117
H -2.1843 -0.3783 0.0179
H 1.7070 1.2457 0.3830
H 1.5446 -0.6854 -0.3232
*
```

=====

Top of the stability list: arrangement w, leading by 0.0271 hartree.

=====

Arrangement w

The following is a quantum chemistry calculation of C6H12N2S in the gas phase, from the Open Molecules 2025 dataset.

## Properties
Highest occupied orbital energy = -0.3064 Eh
Gap between HOMO and LUMO = 9.218 eV
Structure (SMILES) = CSN1CC=NC1(C)C

Geometry as ORCA input:
```
! RIJCOSX wB97M-V def2-TZVPD def2/J DEFGRID3
* xyz 0 1
C 1.6114 1.8177 0.0187
C 1.2379 0.8854 1.1699
C -0.1101 0.5901 -0.7196
C -0.2851 -0.4403 -1.8276
C -1.4259 1.1986 -0.4350
C -0.3712 -2.5942 1.2300
N 0.8160 1.6704 -1.0162
N 0.3878 -0.0719 0.5919
S 1.0549 -1.6678 0.5050
H 2.3204 2.6353 0.1156
H 2.1376 0.2805 1.6493
H 0.6381 1.4008 1.9736
H 0.7986 -0.8157 -1.8662
H -0.6175 0.1134 -2.7099
H -0.9154 -1.3138 -1.7030
H -1.2725 2.0375 0.1558
H -2.0653 0.5354 0.0344
H -1.8468 1.7458 -1.2946
H -1.2218 -1.8803 0.9809
H -0.1611 -2.6490 2.2797
H -0.7101 -3.4780 0.8675
*
```

=====

Arrangement x

The following is a quantum chemistry calculation of a 2-piece molecular cluster, C6H12N2S overall, from the Open Molecules 2025 dataset.

## Properties
Highest occupied orbital energy = -0.3053 Eh
Gap between HOMO and LUMO = 9.096 eV
Structure (SMILES) = Cc1c[nH]cn1.CSC

Geometry as ORCA input:
```
! RIJCOSX wB97M-V def2-TZVPD def2/J DEFGRID3
* xyz 0 1
C -2.6985 0.5155 0.9251
C -0.1098 1.1111 2.3386
S -1.9407 1.3552 2.3731
H -2.0324 0.3983 0.0818
H -3.1792 -0.3996 1.2818
H -3.5192 1.1252 0.5033
H 0.0467 0.5865 3.2838
H 0.3953 2.0631 2.3343
H 0.2073 0.5156 1.4749
C -0.4649 -0.1304 -2.5818
C 0.9865 -1.8736 -1.2599
C 0.7718 -0.7192 -1.9747
C 2.6624 -0.4621 -0.9109
N 2.1689 -1.7323 -0.5902
N 1.8040 0.1673 -1.6339
H 0.3604 -2.7429 -1.1178
H 2.5495 -2.4841 -0.0470
H -0.2697 0.8848 -2.9424
H -1.2524 -0.3471 -1.8585
H 3.5381 0.0192 -0.4886
H -0.7864 -0.6562 -3.4806
*
```

=====

Top of the stability list: arrangement x, leading by 0.0506 hartree.

=====

Arrangement w

The following is a quantum chemistry calculation of C5H6S in the gas phase, from the Open Molecules 2025 dataset.

## Properties
Highest occupied orbital energy = -0.3142 Eh
Gap between HOMO and LUMO = 8.347 eV
Structure (SMILES) = S=C1CC=CC1

Geometry as ORCA input:
```
! RIJCOSX wB97M-V def2-TZVPD def2/J DEFGRID3
* xyz 0 1
C 1.1162 0.0388 -0.0809
C 0.1867 1.1439 -0.0427
C -1.1604 0.5421 -0.0066
C -1.0966 -0.7756 -0.0166
C 0.2932 -1.1393 -0.0182
H 0.2287 1.9802 -0.7895
H 0.2508 1.6778 0.9757
H -2.0364 1.1674 0.0550
H -1.9399 -1.1604 -0.3642
H 0.7726 -1.8276 -0.6304
H 0.5956 -1.6497 0.9446
S 2.7895 0.0023 -0.0262
*
```

=====

Arrangement x

The following is a quantum chemistry calculation of C5H6S in the gas phase, from the Open Molecules 2025 dataset.

## Properties
Highest occupied orbital energy = -0.3207 Eh
Gap between HOMO and LUMO = 7.954 eV
Structure (SMILES) = C=C=CC(C)=S

Geometry as ORCA input:
```
! RIJCOSX wB97M-V def2-TZVPD def2/J DEFGRID3
* xyz 0 1
C -0.9906 0.5665 -0.6134
C -2.1254 0.3182 0.5613
C 0.1507 0.5672 -1.1896
C 1.3537 -0.1116 -0.6510
C 1.0864 -0.5196 0.7366
S 2.8059 -0.4370 -1.4329
H -2.7130 -0.5911 0.2646
H -2.5093 1.1632 1.1451
H 0.2499 0.7496 -2.2354
H 0.5326 0.2491 1.3409
H 2.0073 -0.7541 1.2979
H 0.1517 -1.2005 0.7761
*
```

=====

Arrangement y

The following is a quantum chemistry calculation of C5H6S in the gas phase, from the Open Molecules 2025 dataset.

## Properties
Highest occupied orbital energy (spin up / spin down) = -0.3399 / -0.3109 Eh
Gap between HOMO and LUMO (spin up / spin down) = 8.187 / 6.531 eV

Geometry as ORCA input:
```
! RIJCOSX wB97M-V def2-TZVPD def2/J DEFGRID3
* xyz 0 1
C 1.4278 0.1761 -1.8799
C 1.5857 1.0973 -1.0279
C -0.5332 -0.1869 -0.1729
C -0.8974 0.0349 1.4645
C 0.9080 -0.0639 -0.3217
S -1.6053 1.6809 1.8904
H 1.3783 -0.3939 -2.8453
H -0.8981 -1.2608 -0.3386
H -1.1071 0.5818 -0.7368
H -1.6852 -0.7914 1.5627
H -0.0676 -0.1234 2.1044
H 1.4941 -0.7507 0.3011
*
```

=====

Arrangement z

The following is a quantum chemistry calculation of C5H6S in the gas phase, from the Open Molecules 2025 dataset.

## Properties
Highest occupied orbital energy = -0.3337 Eh
Gap between HOMO and LUMO = 9.843 eV
Structure (SMILES) = C#CC(=C)CS

Geometry as ORCA input:
```
! RIJCOSX wB97M-V def2-TZVPD def2/J DEFGRID3
* xyz 0 1
C -0.7896 -1.1464 -0.1086
C 0.2089 -0.0754 0.3743
C 1.4433 -0.1261 0.5771
C -0.5312 1.0544 0.5010
C -0.8433 2.2081 0.7364
H 0.3569 -0.5647 -2.3092
H -0.4217 -2.2316 -0.1597
H -1.6452 -1.2427 0.3855
H 2.2716 0.7238 0.4718
H 1.8014 -1.1778 0.5876
H -0.9122 3.2288 0.8509
S -0.9389 -0.6503 -1.9069
*
```

=====

Top of the stability list: arrangement w, leading by 0.0760 hartree.